# 1
A single C7H8 molecule. Source: the Open Molecules 2025 dataset; level of theory: ωB97M-V/def2-TZVPD.

Computed properties:
Orbital gap: 0.39224 Eh
Max |F|: 1.2 eV Å⁻¹
LUMO energy: 0.8 eV

ORCA input file:
```
! wB97M-V def2-TZVPD RIJCOSX def2/J DEFGRID3
* xyz 0 1
C -1.752 0.545 -2.280
C -0.846 -0.009 -1.715
C 0.207 -0.723 -0.999
C 0.379 -0.280 0.460
C -0.878 -0.196 1.315
C 1.239 0.908 0.583
C 2.300 1.312 0.981
H -2.558 1.018 -2.795
H 1.173 -0.601 -1.506
H -0.006 -1.797 -1.010
H 1.025 -1.037 0.917
H -1.600 0.499 0.880
H -1.334 -1.188 1.413
H -0.602 0.164 2.314
H 3.252 1.385 1.442
*
```

Charges per atom according to Löwdin partitioning, unit e: C 0.115; C -0.144; C -0.186; C -0.414; C -0.065; C -0.102; C 0.113; H 0.024; H 0.124; H 0.122; H 0.139; H 0.076; H 0.085; H 0.084; H 0.030

***

# 2
A single C7H8 molecule. Source: the Open Molecules 2025 dataset; level of theory: ωB97M-V/def2-TZVPD.

Computed properties:
Orbital gap: 0.36386 Eh
Max |F|: 1.3 eV Å⁻¹
LUMO energy: -0.3 eV

ORCA input file:
```
! wB97M-V def2-TZVPD RIJCOSX def2/J DEFGRID3
* xyz 0 1
C -0.226 -1.492 0.060
C -0.503 -0.027 0.402
C 0.235 0.957 -0.529
C 1.692 0.842 -0.408
C 2.885 0.731 -0.287
C -2.673 0.857 -0.393
C -1.984 0.269 0.526
H -0.549 -1.723 -0.960
H 0.847 -1.697 0.142
H -0.757 -2.163 0.743
H -0.168 0.164 1.424
H -0.068 0.770 -1.566
H -0.073 1.982 -0.291
H 3.946 0.643 -0.189
H -2.603 -0.113 1.325
*
```

Charges per atom according to Löwdin partitioning, unit e: C -0.063; C -0.403; C -0.198; C -0.145; C 0.114; C 0.188; C -0.254; H 0.089; H 0.076; H 0.081; H 0.136; H 0.125; H 0.123; H 0.027; H 0.104

***

# 3
A molecular structure, C7H8AlBiCl2O4. Source: the Open Molecules 2025 dataset; level of theory: ωB97M-V/def2-TZVPD.

Computed properties:
Orbital gap (spin up / spin down): 0.23969 / 0.13623 Eh
Max |F|: 7.8 eV Å⁻¹
LUMO energy (spin up / spin down): -17.5 / -20.2 eV

ORCA input file:
```
! wB97M-V def2-TZVPD RIJCOSX def2/J DEFGRID3
* xyz 4 1
Bi -0.736 -1.027 -4.840
Al -1.589 0.123 -0.038
Cl -1.847 -1.733 -1.313
Cl -2.594 1.938 -0.166
C 0.338 0.514 -0.951
C 0.860 -1.668 -3.381
C 0.583 0.799 -5.039
O 1.338 0.799 -1.442
O 1.488 -1.790 -2.406
O 1.573 1.326 -4.727
C -0.990 -0.246 4.057
C -0.426 -1.583 3.559
C -0.212 -1.456 2.057
O -1.140 -0.307 1.644
C -1.652 0.443 2.876
H -1.719 -0.383 4.858
H -0.180 0.381 4.441
H -1.144 -2.387 3.755
H 0.511 -1.838 4.056
H 0.802 -1.138 1.786
H -0.511 -2.329 1.468
H -2.741 0.341 2.862
H -1.367 1.490 2.729
*
```

Charges per atom according to Löwdin partitioning, unit e: Bi 1.745; Al -0.375; Cl 0.291; Cl 0.509; C 0.073; C -0.187; C -0.125; O 0.232; O 0.203; O 0.253; C 0.035; C 0.012; C -0.007; O -0.235; C 0.020; H 0.212; H 0.250; H 0.231; H 0.193; H 0.160; H 0.145; H 0.188; H 0.174

***

# 4
A molecular structure, C7H8AuBN5. Source: the Open Molecules 2025 dataset; level of theory: ωB97M-V/def2-TZVPD.

Computed properties:
Orbital gap: 0.31723 Eh
Max |F|: 2.9 eV Å⁻¹
LUMO energy: 3.4 eV

ORCA input file:
```
! wB97M-V def2-TZVPD RIJCOSX def2/J DEFGRID3
* xyz -1 1
Au 9.058 8.014 4.797
B 11.020 5.119 3.605
N 11.607 6.135 4.638
C 12.840 6.065 5.176
C 13.013 7.255 5.917
C 11.815 7.969 5.749
N 10.977 7.295 5.005
N 9.621 4.597 4.100
C 8.375 4.809 3.662
C 7.534 4.581 4.690
C 8.308 4.218 5.799
N 9.576 4.267 5.461
H 11.843 4.224 3.530
H 10.763 5.494 2.589
H 13.460 5.218 4.870
H 13.863 7.593 6.471
H 11.507 8.892 6.217
H 8.134 5.192 2.672
H 6.455 4.593 4.630
H 7.996 4.069 6.811
N 6.098 8.814 5.140
C 7.207 8.584 4.908
*
```

Charges per atom according to Löwdin partitioning, unit e: Au 0.714; B -0.465; N -0.069; C -0.071; C -0.074; C -0.215; N -0.152; N -0.093; C -0.184; C -0.149; C -0.206; N 0.045; H 0.055; H 0.023; H 0.114; H 0.069; H 0.086; H 0.115; H 0.079; H 0.081; N -0.093; C -0.611